Entry 1:
Here is a cluster of 5 separate species, C12H34BrN2O5 in total from the OMol25 dataset. Energies are from ωB97M-V with the def2-TZVPD basis set.

Structure (XYZ):
```
54
Properties=species:S:1:pos:R:3:lowdin_charge:R:1
O -0.6954 0.0075 1.6201 0.023
C -0.4669 -0.2771 0.2781 -0.336
C -1.0676 0.7247 -0.7239 -0.199
N -0.1218 1.5107 -1.5044 -0.521
Br 0.4390 3.0471 -0.5891 0.796
C 1.0142 0.7677 -2.0563 -0.242
C 1.2260 -0.5862 -1.4201 -0.085
N 1.0011 -0.4271 0.0608 0.123
H -1.4704 -0.5178 1.8898 0.084
H -0.8811 -1.2609 0.0611 0.166
H -1.6588 1.4157 -0.1367 0.091
H -1.7702 0.2130 -1.3739 0.133
H 0.8994 0.6455 -3.1303 0.132
H 1.9261 1.3348 -1.9184 0.090
H 0.5925 -1.3810 -1.7959 0.145
H 2.2509 -0.8933 -1.5400 0.086
H 1.2865 -1.2721 0.5526 0.157
H 1.5358 0.3744 0.4086 0.153
C -4.8647 3.1384 -0.3070 -0.094
C -5.0527 3.0215 -1.8083 -0.317
O -4.1627 3.9002 -2.4893 -0.075
H -5.0501 4.1620 0.0168 0.084
H -5.5419 2.4719 0.2305 0.070
H -3.8366 2.8899 -0.0241 0.051
H -6.0651 3.2962 -2.0960 0.115
H -4.8734 1.9920 -2.1413 0.106
H -3.2777 3.6290 -2.2254 0.068
C 3.2853 -1.3738 2.9508 -0.072
C 3.7982 -1.5763 1.5378 -0.299
O 3.7569 -0.3611 0.7746 -0.101
H 2.2604 -0.9968 2.9404 0.066
H 3.3064 -2.3079 3.5113 0.087
H 3.8959 -0.6418 3.4819 0.085
H 3.1803 -2.2981 1.0013 0.106
H 4.8214 -1.9588 1.5513 0.120
H 4.3158 0.2851 1.2218 0.102
C 5.4813 -3.4017 -2.6581 -0.084
C 4.7540 -2.2301 -3.2874 -0.291
O 4.0340 -1.4677 -2.3088 -0.120
H 4.7772 -4.0567 -2.1436 0.075
H 6.0108 -3.9829 -3.4125 0.081
H 6.2085 -3.0543 -1.9205 0.075
H 4.0187 -2.5785 -4.0102 0.115
H 5.4580 -1.5749 -3.8066 0.115
H 4.6706 -1.1338 -1.6653 0.077
C -4.5815 1.1984 3.1408 -0.081
C -4.6415 -0.3135 3.0760 -0.288
O -3.3363 -0.8765 2.8678 -0.104
H -4.1507 1.5984 2.2222 0.054
H -5.5742 1.6272 3.2766 0.084
H -3.9494 1.5253 3.9696 0.079
H -5.2541 -0.6443 2.2401 0.115
H -5.0683 -0.7245 3.9935 0.116
H -2.7924 -0.6071 3.6176 0.085
```

Values from the calculation:
Orbital gap   0.352 Eh
Charge   +1
E_HOMO   -0.44894 Ha


Entry 2:
Here is a cluster of 2 separate species, C3H10N in total from the OMol25 dataset. Energies are from ωB97M-V with the def2-TZVPD basis set.

Structure (XYZ):
```
14
Properties=species:S:1:pos:R:3:lowdin_charge:R:1
C 0.8951 4.5286 -4.3376 -0.063
H -0.1157 4.3237 -4.0040 0.000
H 1.0603 4.1644 -5.3619 0.017
H 1.1416 5.5941 -4.2523 0.021
H 1.4496 3.7953 -3.6873 0.025
C 0.6991 -1.1732 2.1382 0.040
C -1.6122 -2.1342 1.5144 0.193
N -0.3238 -2.2002 1.5398 0.020
H 1.4385 -1.5601 2.8450 0.103
H 1.2331 -0.8933 1.2523 0.081
H 0.2695 -0.2411 2.6414 0.129
H -2.0489 -1.1454 1.4628 0.127
H -2.1330 -3.1636 1.5502 0.168
H 0.0797 -2.8006 0.8852 0.139
```

Values from the calculation:
Orbital gap   0.292 Eh
Relative energy (zero: lowest compared OMol25 entry of this formula, charge and spin)   69.2 kcal/mol
Charge   +1
E_HOMO   -0.52582 Ha


Entry 3:
Here is an isolated molecule of CH3N5O2 from the OMol25 dataset. Energies are from ωB97M-V with the def2-TZVPD basis set.

Structure (XYZ):
```
11
Properties=species:S:1:pos:R:3:lowdin_charge:R:1
C -0.0867 -0.2702 -0.3384 -0.434
H -0.1037 -2.3673 1.2823 0.137
H -0.4075 2.0868 -1.6076 0.125
H -1.3667 -0.2881 -1.6750 0.053
N 0.7272 -0.7594 0.6692 -0.167
N 1.1722 0.2295 1.5109 0.088
N 0.7775 1.3258 1.0365 0.070
N 0.1225 1.0708 -0.1378 -0.147
N -0.8736 -0.9406 -1.0488 0.149
O 0.7828 -2.0344 1.0217 0.060
O -0.7442 1.9469 -0.7131 0.066
```

Values from the calculation:
Orbital gap   0.351 Eh
Relative energy (zero: lowest compared OMol25 entry of this formula, charge and spin)   29.9 kcal/mol
SMILES   N=c1n(O)nnn1O
E_HOMO   -0.33623 Ha


Entry 4:
Here is a cluster of 13 separate species, C34H71N3O23 in total from the OMol25 dataset. Energies are from ωB97M-V with the def2-TZVPD basis set.

Structure (XYZ):
```
131
Properties=species:S:1:pos:R:3:lowdin_charge:R:1
C -7.6028 -20.8682 -25.5045 -0.127
O -6.7552 -20.1303 -24.6216 -0.131
H -7.5607 -20.3177 -26.4460 0.066
H -7.1651 -21.8408 -25.7541 0.070
H -8.6090 -20.9804 -25.1078 0.089
H -6.7493 -20.5260 -23.7462 0.084
C -11.3529 -14.5618 -26.7451 -0.171
O -11.7566 -13.3903 -26.0610 -0.118
H -10.6931 -14.3780 -27.6007 0.042
H -10.8007 -15.1798 -26.0364 0.076
H -12.2006 -15.1340 -27.1319 0.068
H -12.3338 -12.8994 -26.6515 0.072
C -8.1226 -18.7033 -32.4282 -0.152
O -8.0404 -17.8317 -31.3207 -0.166
H -7.4269 -19.5495 -32.3557 0.081
H -9.1166 -19.1583 -32.4486 0.079
H -7.9650 -18.2147 -33.3954 0.078
H -7.1270 -17.5000 -31.2908 0.018
C -13.0677 -18.5401 -28.9293 -0.154
O -12.3622 -17.3611 -28.5442 -0.131
H -12.8303 -19.3408 -28.2275 0.061
H -14.1415 -18.3491 -28.9224 0.079
H -12.7755 -18.8473 -29.9349 0.068
H -11.7140 -17.2101 -29.2417 0.030
C -11.6189 -16.2265 -31.6828 -0.125
O -11.0233 -17.4783 -31.3198 -0.143
H -10.9383 -15.6044 -32.2579 0.078
H -12.4820 -16.4280 -32.3288 0.080
H -12.0341 -15.7394 -30.8030 0.071
H -10.0894 -17.4612 -31.5547 0.027
C -4.4249 -22.0025 -27.3418 -0.018
C -3.3790 -22.8835 -27.9640 -0.264
C -3.3234 -22.7458 -29.4937 -0.108
O -1.9442 -22.8395 -29.7862 0.060
C -1.2466 -22.4234 -28.6911 -0.565
O -0.0831 -22.2109 -28.6763 0.168
O -2.0870 -22.2879 -27.6432 0.078
H -4.2416 -21.8985 -26.2706 0.089
H -5.3974 -22.5001 -27.4211 0.064
H -4.5425 -21.0122 -27.7809 0.082
H -3.4105 -23.9009 -27.5842 0.161
H -3.8289 -21.8525 -29.8632 0.130
H -3.8361 -23.5838 -29.9751 0.136
C -4.7400 -11.8886 -21.9150 -0.032
C -4.2713 -11.9155 -23.3254 -0.316
C -3.0296 -12.7947 -23.6257 -0.077
O -3.4164 -13.5413 -24.7651 0.044
C -4.7245 -13.3615 -25.0443 -0.554
O -5.3401 -13.9630 -25.8646 0.146
O -5.2634 -12.4478 -24.2152 0.097
H -3.9308 -11.6419 -21.2276 0.094
H -5.1736 -12.8359 -21.5771 0.098
H -5.5632 -11.1862 -21.7728 0.090
H -4.0642 -10.8956 -23.6622 0.152
H -2.8063 -13.4165 -22.7583 0.134
H -2.1882 -12.1594 -23.8880 0.134
C -10.1600 -20.3824 -28.6052 -0.006
C -9.5309 -21.6656 -29.0781 -0.283
C -8.2779 -21.5294 -29.9429 -0.097
O -7.4720 -22.6163 -29.5237 0.066
C -7.8867 -23.0411 -28.3050 -0.584
O -7.3562 -23.8952 -27.6734 0.155
O -8.9927 -22.3720 -27.9310 0.073
H -10.7170 -19.9489 -29.4356 0.082
H -9.4167 -19.6826 -28.2218 0.073
H -10.8345 -20.5746 -27.7715 0.093
H -10.2476 -22.3201 -29.5784 0.159
H -7.7981 -20.5488 -29.8704 0.124
H -8.5342 -21.6570 -30.9967 0.133
C -1.1569 -14.8929 -27.6941 -0.015
C -1.3941 -15.6619 -28.9714 -0.274
C -2.7116 -16.3813 -29.0701 -0.062
O -3.0253 -16.2597 -30.4866 0.001
C -2.4373 -15.1277 -30.9387 -0.576
O -2.7123 -14.6347 -31.9882 0.148
O -1.5416 -14.6647 -30.0492 0.081
H -0.1511 -14.4814 -27.6301 0.088
H -1.2141 -15.5702 -26.8336 0.077
H -1.9128 -14.1278 -27.5308 0.090
H -0.5119 -16.2236 -29.2777 0.160
H -3.5222 -15.8181 -28.5961 0.136
H -2.7871 -17.4088 -28.7323 0.130
C -3.4593 -16.7328 -24.7357 -0.008
C -3.6420 -18.1313 -24.2062 -0.305
C -3.5485 -19.1935 -25.2803 -0.124
O -2.8371 -20.2549 -24.6590 0.071
C -2.1958 -19.7797 -23.5721 -0.562
O -1.4176 -20.3916 -22.9177 0.165
O -2.5411 -18.4871 -23.3422 0.081
H -3.3500 -16.0100 -23.9287 0.080
H -4.2545 -16.4398 -25.4192 0.073
H -2.5101 -16.7044 -25.2765 0.080
H -4.5355 -18.2746 -23.5892 0.155
H -2.9237 -18.7709 -26.0910 0.132
H -4.3891 -19.4650 -25.9116 0.091
C -8.9029 -14.1482 -30.3907 -0.341
O -9.9870 -14.0320 -29.8605 0.006
N -7.7220 -14.0506 -29.7365 -0.186
C -6.5070 -14.5041 -30.4031 -0.044
C -7.5267 -13.5314 -28.3967 -0.037
H -8.7543 -14.4272 -31.4453 0.133
H -6.6726 -15.1576 -31.2484 0.054
H -5.9146 -15.0344 -29.6518 0.085
H -5.8755 -13.6675 -30.7280 0.098
H -8.4702 -13.4033 -27.8742 0.088
H -6.9852 -14.2709 -27.7948 0.061
H -6.8984 -12.6476 -28.5078 0.099
C -6.2532 -18.0254 -28.2643 -0.317
O -5.1025 -18.2109 -27.8910 -0.004
N -7.2368 -17.5269 -27.5019 -0.153
C -8.4387 -17.0097 -28.1052 -0.053
C -7.0641 -17.2038 -26.1030 -0.024
H -6.5903 -18.2679 -29.2822 0.116
H -8.6170 -17.3149 -29.1333 0.074
H -8.4422 -15.9180 -28.0275 0.071
H -9.3614 -17.2520 -27.5619 0.090
H -6.6328 -16.2093 -25.9519 0.078
H -8.0080 -17.2507 -25.5646 0.099
H -6.4146 -17.9573 -25.6581 0.064
C -4.4468 -17.5577 -32.2422 -0.305
O -5.3593 -17.3413 -31.4534 -0.028
N -4.4449 -17.2293 -33.5391 -0.164
C -5.4730 -16.4200 -34.1239 -0.039
C -3.4430 -17.8119 -34.4219 -0.035
H -3.5495 -18.0729 -31.8814 0.148
H -6.1461 -16.9932 -34.7685 0.091
H -5.0379 -15.5761 -34.6580 0.101
H -6.1125 -16.0209 -33.3401 0.075
H -3.7464 -17.7207 -35.4622 0.089
H -2.5087 -17.2442 -34.3516 0.095
H -3.2472 -18.8575 -34.1998 0.090
```

Values from the calculation:
Orbital gap   0.348 Eh
E_HOMO   -0.34114 Ha


Entry 5:
Here is a cluster of 2 separate species, C9H14O in total from the OMol25 dataset. Energies are from ωB97M-V with the def2-TZVPD basis set.

Structure (XYZ):
```
24
Properties=species:S:1:pos:R:3:lowdin_spin:R:1
C -0.9143 1.1594 3.4118 0.023
C -0.7968 -0.1837 -0.0984 0.064
C -2.1028 -0.0217 -0.5451 0.157
C -0.4442 -0.0204 1.2355 0.183
C -1.4101 0.5467 2.1541 0.103
C -3.1307 0.2219 0.4172 0.217
C -2.7226 0.5371 1.7613 0.051
H 0.0274 -0.4483 -0.7493 0.001
H -2.2812 0.0193 -1.6156 0.027
H 0.5220 -0.2683 1.6707 0.027
H -4.1306 0.4180 0.0683 0.022
H -1.2043 2.1946 3.6390 0.005
H 0.1769 1.1760 3.4434 0.002
H -3.4750 0.9271 2.4476 0.006
H -1.2161 0.5918 4.3031 0.007
C 2.0573 -0.4161 -2.1465 0.039
C 3.4171 -0.6357 -2.8602 0.013
O 1.9000 -1.6006 -1.3405 0.020
H 2.0700 0.4417 -1.4855 0.003
H 1.3304 -0.3870 -2.9565 0.015
H 3.7166 0.2854 -3.3674 0.003
H 1.1286 -2.1028 -1.6116 0.008
H 3.2877 -1.4372 -3.5870 0.003
H 4.1945 -0.9972 -2.1883 0.001
```

Values from the calculation:
Orbital gap (alpha / beta)   0.091 / 0.262 Eh
2S+1   2
Relative energy (zero: lowest compared OMol25 entry of this formula, charge and spin)   21.7 kcal/mol
Charge   -1
E_HOMO (alpha / beta)   0.03840 / -0.13566 Ha


Entry 6:
Here is a structure of composition C22H25AuBrNO from the OMol25 dataset. Energies are from ωB97M-V with the def2-TZVPD basis set.

Structure (XYZ):
```
51
Properties=species:S:1:pos:R:3:lowdin_spin:R:1
C -3.0880 0.5989 2.3122 0.282
C -2.9293 0.7227 0.9162 0.009
C -2.0292 -0.2556 0.4560 0.316
H -3.4557 1.4335 0.2763 -0.005
C -1.5694 -1.0335 1.5778 0.076
C -2.2838 -0.4986 2.7758 0.123
H -1.1840 -2.0501 1.4838 0.000
C -0.1172 3.2494 2.5340 0.040
C -0.9699 3.7021 1.4954 0.342
C -0.4582 3.2193 0.2548 0.045
H -1.8674 4.2993 1.6212 0.018
C 0.7107 2.4516 0.5362 0.221
C 0.9443 2.5209 1.9379 0.261
H -1.7873 -0.4506 -0.5869 0.014
H -2.4751 -1.0687 3.6870 0.003
H -3.7588 1.1963 2.9273 0.013
H 1.8036 2.0737 2.4265 0.007
H -0.8865 3.3831 -0.7350 -0.003
H -0.2487 3.3884 3.5995 -0.004
Au -0.1150 -0.3003 2.9730 0.134
C 1.6203 1.7106 -0.3993 0.024
C 3.0289 2.2897 -0.2178 0.017
C 1.1580 1.8612 -1.8487 -0.001
H 3.0033 3.3567 -0.4647 0.001
H 3.7303 1.7708 -0.8727 0.003
H 3.3687 2.1733 0.8146 0.001
H 1.1124 2.9253 -2.1059 0.000
H 0.1649 1.4137 -1.9961 0.000
H 1.8776 1.3689 -2.5125 0.000
C 1.5777 0.1916 -0.0345 0.018
C 2.6221 -0.6858 -0.7212 0.003
H 0.5768 -0.2063 -0.2579 0.003
H 1.6961 0.0330 1.0540 0.002
O 3.7289 -0.2662 -1.0613 0.001
N 2.3231 -2.0064 -0.9668 0.001
C 1.2443 -2.8036 -0.3916 0.000
H 3.1176 -2.5317 -1.3145 0.000
C 0.0116 -2.8080 -1.2636 0.000
C -1.1022 -3.5427 -0.8449 0.001
H -1.0250 -4.1127 0.0863 0.000
C -2.2744 -3.5350 -1.6019 0.001
H -3.1386 -4.1006 -1.2481 0.000
C -2.3252 -2.8147 -2.8011 0.000
H -3.2398 -2.8161 -3.3921 0.000
C -1.2070 -2.1006 -3.2398 0.000
H -1.2272 -1.5379 -4.1741 0.000
C -0.0308 -2.1096 -2.4767 0.000
H 0.8650 -1.5917 -2.8277 0.000
H 0.9982 -2.4362 0.6187 0.000
H 1.6115 -3.8344 -0.2734 0.000
Br 1.8979 0.1635 4.2662 0.034
```

Values from the calculation:
Orbital gap (alpha / beta)   0.308 / 0.190 Eh
2S+1   3
E_HOMO (alpha / beta)   -0.28981 / -0.28675 Ha


Entry 7:
Here is a cluster of 2 separate species, C7H10ClN in total from the OMol25 dataset. Energies are from ωB97M-V with the def2-TZVPD basis set.

Structure (XYZ):
```
19
Properties=species:S:1:pos:R:3:lowdin_charge:R:1
C 1.3276 1.0114 -1.1210 -0.342
C 0.3474 1.0894 1.6373 -0.092
C 0.8218 -0.2953 1.4514 -0.117
C -0.2252 0.2060 0.5404 -0.557
C -1.6555 -0.3912 0.7832 -0.047
C 0.2863 -1.2348 -2.1257 0.089
C 0.0175 0.5202 -0.8789 -0.699
N 2.3479 1.5145 -1.3813 0.182
Cl -1.1459 1.5305 -1.6813 0.722
H -0.4420 1.2661 2.3897 0.112
H 0.9695 1.9926 1.5297 0.119
H 1.8040 -0.4512 0.8917 0.130
H 0.6494 -1.0216 2.3069 0.134
H -2.5547 0.4304 0.4545 0.123
H -1.8206 -0.6106 1.8423 0.072
H -1.7262 -1.1682 -0.0039 0.069
H -0.6930 -1.5250 -2.3413 -0.004
H 0.8445 -1.9641 -1.3584 0.100
H 0.8472 -0.8990 -2.9355 0.005
```

Values from the calculation:
Orbital gap   0.359 Eh
Relative energy (zero: lowest compared OMol25 entry of this formula, charge and spin)   57.2 kcal/mol
E_HOMO   -0.34496 Ha


Entry 8:
Here is a structure of composition C10H9FO from the OMol25 dataset. Energies are from ωB97M-V with the def2-TZVPD basis set.

Structure (XYZ):
```
21
Properties=species:S:1:pos:R:3:lowdin_charge:R:1
C 1.2132 -0.5894 -0.1294 0.116
C 2.4311 -0.5951 -0.1819 -0.150
C -1.2690 1.3028 -1.4698 -0.048
C -0.9388 -0.0050 -1.6129 -0.038
C -1.5303 0.8931 0.9599 -0.002
C -1.2368 -0.3978 0.8614 -0.158
C -1.3658 -1.4150 1.8962 -0.210
C -1.6300 1.9180 -0.0976 -0.140
C -0.7004 -0.8669 -0.4216 -0.298
C 3.9252 -0.6131 -0.1322 -0.081
O -2.0172 -1.3271 2.8969 0.093
F -0.8196 -2.2118 -0.7038 0.044
H -1.2321 2.0264 -2.3535 0.127
H -0.8255 -0.5104 -2.5847 0.125
H -1.8641 1.2776 1.8566 0.106
H -0.8958 -2.2893 1.6547 0.097
H -1.0632 2.7560 0.1434 0.092
H -2.7031 2.3173 -0.1400 0.153
H 4.1160 -0.4883 0.8697 0.047
H 4.0894 0.2693 -0.7608 0.087
H 4.3169 -1.4515 -0.5505 0.039
```

Values from the calculation:
Orbital gap   0.339 Eh
Relative energy (zero: lowest compared OMol25 entry of this formula, charge and spin)   13.6 kcal/mol
E_HOMO   -0.34126 Ha


What F_max values result from the calculations? In sequence: 0.020 0.074 0.035 0.044 0.050 0.060 0.111 0.098 Eh/bohr.